No. 1
C17H11F5MnN2Se | wB97M-V/def2-TZVPD

Last column: Löwdin charge in e.
Atoms and positions in Å:
Mn  1.512920  -0.508222  0.578526  0.203
C  -2.016854  -2.481069  1.934658  -0.015
C  -2.376458  -1.591751  3.063825  -0.036
C  -1.609046  -0.529607  3.344591  -0.004
C  -0.412471  -0.278034  2.505686  -0.157
N  -0.131251  -1.108713  1.499601  -0.054
C  -0.921273  -2.211050  1.202555  -0.112
C  0.512369  0.865599  2.719993  -0.144
C  0.332785  1.871465  3.794478  0.001
C  1.227089  2.864046  3.898726  -0.033
C  2.362427  2.933846  2.949372  -0.017
C  2.482353  1.997554  1.991213  -0.087
N  1.551789  0.972272  1.889545  0.003
H  -2.637698  -3.339034  1.708715  0.109
H  -3.256599  -1.798350  3.661353  0.110
H  -1.870975  0.120274  4.169004  0.101
H  -0.640290  -2.848589  0.372366  0.111
H  -0.496510  1.819733  4.487401  0.104
H  1.119113  3.612262  4.675197  0.111
H  3.084429  3.736360  3.034524  0.109
H  3.305179  2.030054  1.286584  0.097
F  -2.499735  -0.408090  -7.010525  0.095
C  -1.870222  -0.422516  -5.809234  -0.127
C  -1.836932  -1.597927  -5.051092  -0.129
F  -2.434480  -2.722357  -5.518059  0.093
C  -1.187621  -1.614243  -3.811195  -0.244
F  -1.160284  -2.758455  -3.082527  0.050
C  -0.569578  -0.452361  -3.327417  -0.488
Se  0.323085  -0.472836  -1.623985  0.703
C  -0.604121  0.724529  -4.088837  -0.243
F  -0.009341  1.854477  -3.630175  0.054
C  -1.254170  0.738021  -5.328381  -0.128
F  -1.286924  1.876993  -6.064096  0.093
C  3.271147  0.184919  -0.360164  -0.073
H  4.239375  0.368716  0.149247  -0.040
H  3.370253  0.421894  -1.439407  -0.036
H  2.388520  -1.849812  1.227934  0.024

Atoms 1-6, force components in eV/Å:
4.27 0.07 -2.47
-1.33 1.20 2.26
0.03 -2.18 -2.03
2.40 1.29 -0.95
-2.12 -1.18 0.76
-0.62 -0.18 0.66

Values from the calculation:
- Energy: -131034.8048 eV
- Highest occupied orbital energy (alpha / beta): -6.735 / -7.006 eV
- Net charge: 0
- 2S+1: 4
- LUMO (alpha / beta): -1.53 / -1.67 eV

=====

No. 2
C17H11GaN5OS4SbSe | wB97M-V/def2-TZVPD

Last column: Löwdin charge in e.
Atoms and positions in Å:
Ga  1.197603  1.184300  -1.351469  -0.238
S  4.130441  3.746046  0.621315  -0.241
Sb  3.504486  3.338492  -1.518828  -0.068
S  3.368247  0.846656  -1.787373  0.091
S  1.050683  3.417749  -1.736464  0.093
S  4.469486  4.329282  -3.308141  -0.275
Se  -4.312342  1.092018  3.994045  0.956
N  -4.351741  1.114719  2.202457  -0.284
C  -3.098699  1.090008  1.788887  -0.359
C  -2.716102  1.113186  0.403445  -0.095
C  -3.621703  1.179198  -0.654199  -0.005
C  -3.160886  1.191863  -1.957395  -0.060
C  -1.781103  1.144657  -2.187587  -0.123
N  -0.905786  1.086738  -1.208431  0.003
C  -1.326885  1.078030  0.083475  -0.154
C  -0.340176  1.042368  1.090706  -0.146
N  0.961932  1.034020  0.694392  0.041
C  1.927629  1.016915  1.589782  -0.123
C  1.663152  1.004450  2.962237  -0.042
C  0.352534  1.014763  3.396663  0.003
C  -0.688086  1.027201  2.467105  -0.093
C  -2.084651  1.043588  2.821306  -0.355
N  -2.522835  1.029298  4.063987  -0.280
H  -4.679543  1.219426  -0.428740  0.112
H  -3.844014  1.245064  -2.792900  0.094
H  -1.368635  1.156957  -3.190216  0.121
H  2.940176  1.026379  1.203766  0.067
H  2.486749  1.002917  3.660882  0.102
H  0.108664  1.016136  4.451110  0.113
O  0.789442  -0.896506  -1.473156  -0.167
N  0.926376  -2.167491  -1.374441  -0.162
C  -0.167486  -2.955351  -1.438945  0.014
C  -0.053891  -4.321971  -1.357704  -0.044
C  1.196474  -4.906588  -1.198396  -0.066
C  2.301334  -4.071944  -1.107495  -0.035
C  2.148008  -2.707248  -1.194524  0.016
H  -1.102035  -2.427840  -1.555671  0.145
H  -0.947963  -4.925593  -1.417391  0.112
H  1.300119  -5.980549  -1.147364  0.106
H  3.292694  -4.478342  -0.968865  0.115
H  2.958314  -1.993021  -1.139854  0.110

Atoms 1-6, force components in eV/Å:
0.00 0.71 0.94
-0.04 -0.08 -0.14
-0.27 -0.05 -0.29
-0.04 0.20 -0.05
0.50 -0.06 -0.07
-0.05 -0.18 0.23

Values from the calculation:
- Energy: -194910.2113 eV
- Highest occupied orbital energy (alpha / beta): -2.846 / -4.650 eV
- Net charge: -1
- 2S+1: 2
- Relative energy (zero: lowest compared OMol25 entry of this formula, charge and spin): 25.8 kcal/mol
- LUMO (alpha / beta): 1.34 / 1.34 eV

=====

Question: Which formula does entry 2 have?
Answer: C17H11GaN5OS4SbSe

=====

Question: Which of these has the lowest net charge?
Answer: C17H11GaN5OS4SbSe

=====

Question: What is the formula in the first record?
Answer: C17H11F5MnN2Se